1.
Computed, not measured: a structure of composition C6H9O6PPd, with ωB97M-V/def2-TZVPD.

Geometry as XYZ:
```
23
Properties=species:S:1:pos:R:3
O -0.31751 -1.80975 -4.29627
O -1.20212 0.78851 0.37026
H -2.69518 -0.78734 0.53385
C 0.02766 -2.63916 1.97259
C 2.47740 0.17859 -1.76452
H 0.45634 1.86542 2.29114
H -0.27262 -2.46023 3.00814
H -0.62023 -3.42048 1.53054
C 0.09399 1.88572 -2.54746
O 3.59497 0.28891 -1.48783
Pd 0.60772 0.06200 -2.04122
H -2.94271 0.32621 -0.85380
O 1.36779 0.50867 1.04954
P 0.11929 -0.20934 0.29756
C 0.10067 -1.05945 -3.54167
H -3.15632 0.93547 0.82358
C 1.22885 1.87913 1.49249
O -0.30482 -1.40927 1.24874
C -2.58414 0.25972 0.19595
H 0.94860 2.58439 0.67796
H 2.23197 2.17064 1.84947
H 1.09027 -2.91571 1.88555
O -0.24986 2.97735 -2.69458
```

Summary:
LUMO (spin up / spin down): -8.02 / -12.34 eV
E_tot: -1153.978807 Eh
energy relative to the best compared isomer or geometry (same formula, charge and spin): 0.549 eV
HOMO energy (spin up / spin down): -18.159 / -18.610 eV
net charge: +2
frontier orbital gap (spin up / spin down): 10.1 / 6.3 eV
2S+1: 3

***

2.
Computed, not measured: an isolated molecule of C6H9P, with ωB97M-V/def2-TZVPD.

Geometry as XYZ:
```
16
Properties=species:S:1:pos:R:3
C 1.36886 -1.27346 -0.32189
H 2.10497 0.90085 0.82513
H 1.46988 -1.96074 0.62443
H -0.85528 4.48790 1.49527
H -1.40090 0.61547 0.16567
H 0.89500 -2.01400 -1.02497
C 1.02315 1.01978 0.70900
P 0.41379 2.62511 0.68864
H -0.72985 -1.84727 -1.59999
H -1.73046 -2.11807 -0.01121
C -0.84542 -0.19270 -0.34106
C -0.57480 3.50253 1.62648
H 2.38018 -0.91964 -0.51168
C -1.48663 -1.41481 -0.87284
H -2.48010 -1.29992 -1.43858
C 0.44761 -0.11103 -0.01241
```

Summary:
LUMO (spin up / spin down): -0.92 / -0.77 eV
E_tot: -575.156592 Eh
energy relative to the best compared isomer or geometry (same formula, charge and spin): 4.939 eV
SMILES: C#P=C/C(C)=C/C
HOMO energy (spin up / spin down): -7.861 / -7.788 eV
net charge: 0
frontier orbital gap (spin up / spin down): 6.9 / 7.0 eV

***

3.
Computed, not measured: an isolated molecule of C6H9P, with ωB97M-V/def2-TZVPD.

Geometry as XYZ:
```
16
Properties=species:S:1:pos:R:3
H -3.09744 -0.12860 0.61794
C -2.33044 -0.87628 0.31516
P -1.03853 -0.12054 -0.81591
C 1.68850 -0.78836 -0.47412
H 0.40546 -2.15649 -1.30116
H 3.09922 0.92343 0.00339
H 2.61480 -1.51494 -0.66322
C 1.09394 1.49390 0.20122
H -1.86327 -1.13096 1.25872
C 2.02537 0.58336 -0.08255
H -0.60059 1.03939 1.31537
C -0.31851 1.20086 0.29266
H 1.64853 2.43108 0.41876
H -0.99368 1.98350 -0.07749
H -2.82354 -1.70148 -0.24872
C 0.49018 -1.23789 -0.76004
```

Summary:
LUMO: 0.76 eV
E_tot: -575.300200 Eh
energy relative to the best compared isomer or geometry (same formula, charge and spin): 1.031 eV
SMILES: CP1C=CC=CC1
HOMO energy: -7.939 eV
net charge: 0
frontier orbital gap: 8.7 eV

***

4.
Computed, not measured: a structure of composition C6HI5, with ωB97M-V/def2-TZVPD.

Geometry as XYZ:
```
12
Properties=species:S:1:pos:R:3
I 1.39508 3.14405 1.27454
I 1.97045 -2.85258 -0.76336
I -3.62322 0.12781 -0.63169
C 0.75518 -1.06641 -0.17985
C 1.34511 0.09537 0.34818
I 3.53186 0.01587 0.95658
C -1.41380 0.08750 -0.27582
H -1.42816 2.07632 0.35486
C -0.82374 1.20905 0.24277
I -1.60350 -2.98617 -1.34199
C -0.63609 -1.07924 -0.50132
C 0.53082 1.22843 0.51712
```

Summary:
LUMO: -1.72 eV
E_tot: -1717.643976 Eh
HOMO energy: -8.899 eV
net charge: 0
frontier orbital gap: 7.2 eV

***

5.
Computed, not measured: a structure of composition C6HO6Sc, with ωB97M-V/def2-TZVPD.

Geometry as XYZ:
```
14
Properties=species:S:1:pos:R:3
O 1.69686 -1.52884 1.01713
C -0.33433 0.57109 2.72385
O 0.54356 -0.78544 -2.25995
C 1.37483 2.21610 0.03259
C -0.75949 1.30202 -1.85321
H -1.68611 1.48510 -0.66448
C -1.61841 -3.76241 -0.07858
Sc -0.45182 1.06848 0.47081
O -0.77609 1.92301 -2.88319
C 0.94151 -0.68927 0.75848
O -1.27196 -4.85724 -0.04257
O 2.34241 2.74727 -0.31758
O -0.17880 0.22454 3.81646
C 0.17804 0.08559 -1.54996
```

Summary:
LUMO (spin up / spin down): -11.83 / -11.66 eV
E_tot: -1440.513143 Eh
energy relative to the best compared isomer or geometry (same formula, charge and spin): 4.581 eV
HOMO energy (spin up / spin down): -18.158 / -18.551 eV
net charge: +2
frontier orbital gap (spin up / spin down): 6.3 / 6.9 eV

***

6.
Computed, not measured: a cluster of 10 separate species, C70H144F12N6O8 in total, with ωB97M-V/def2-TZVPD.

Geometry as XYZ:
```
240
Properties=species:S:1:pos:R:3
C -5.38392 8.53035 -1.53261
H 2.55917 -2.10978 6.86101
C 1.61045 -4.65589 -3.11682
H 3.55948 6.12253 0.81054
C 0.43525 -2.00387 7.60236
H 2.49930 3.05463 -1.87845
F 2.82675 -1.26610 0.51579
F -2.42617 1.30069 -4.69397
C -3.10954 0.32090 2.10819
C 3.72300 -0.34979 0.18442
H 0.31241 -2.21649 -7.67863
N -1.68737 0.81379 2.31865
H 1.23856 0.83334 -7.66760
H -2.56681 -3.18188 -6.96287
H 5.02434 4.77109 2.17295
H -8.61121 9.01551 -0.93122
C 1.08015 -2.90703 4.87376
H -3.93938 4.06922 -0.80986
C 4.24669 -3.26682 -3.45507
H 5.08193 -2.54956 -3.66663
H 1.99846 0.87302 7.05173
H 3.73002 -4.84838 3.27402
C -1.38131 -1.72894 -1.85019
H 3.15992 -4.20344 5.29809
H 2.68203 -0.27037 5.79904
H -5.60432 0.55554 2.71547
H 0.34568 0.97708 -2.07866
H 3.80751 -6.24772 2.29778
H 2.69122 -4.74353 -0.83723
F 7.07892 -2.64494 7.18596
C -1.45354 1.70858 3.53063
H -3.41055 -1.72558 -8.53557
C 3.96300 4.85697 2.48590
H -7.98389 7.60472 -1.80073
H 3.38641 2.81490 2.56483
H -0.69764 1.86609 -12.23931
H 1.35264 -1.58305 -1.50741
C -1.30542 -0.20962 -11.83823
H 6.13122 -1.78314 5.23364
N -1.47847 -0.26828 -10.37559
H -2.26359 -2.30963 -10.36654
C 5.83334 -3.02615 2.57634
H -2.48372 4.60550 -1.78472
H -1.39708 -1.12811 3.12665
N 2.11078 -3.38346 -2.44163
H -4.41276 9.01557 -1.48185
H 1.19108 -4.45787 -4.02904
H -0.66540 -3.37808 -3.01375
H -0.63527 2.79858 -6.86899
O 2.54665 1.50931 1.03985
C -1.63317 1.27952 -12.24192
H -0.78814 2.48852 3.22613
H -6.03737 2.02901 1.77855
C -2.81182 -6.04724 4.32160
H -2.33587 -1.19154 -3.72875
C -2.66325 1.74747 -11.19022
H -3.62334 1.99046 -11.57703
C -5.49657 1.09904 1.76012
C 3.47020 3.66419 3.29750
C -0.68389 -3.01875 7.24011
H 4.53340 3.94409 5.23114
H -3.90075 -5.24518 5.93320
H -5.82819 5.78733 -1.01615
H -1.03919 -0.74413 -1.51290
C 2.83498 0.61643 6.36408
H -5.21826 9.46248 0.98252
H -5.40443 0.45355 -0.34178
H -2.06058 -0.78847 -7.79180
H -5.69613 -0.89678 0.77932
H 3.08798 4.45807 0.50315
H 1.02592 -0.64833 3.61354
C 2.28354 0.13885 -5.95267
C -1.81250 -2.89216 -7.68661
H -0.54003 -0.91792 1.60375
C -5.93336 0.20052 0.60767
H -5.20042 4.76659 -2.96621
H -3.93325 3.65469 -3.29110
H 2.72587 2.71150 6.00602
H -0.01860 -1.77685 -3.49681
H 5.54195 0.76789 3.84624
H -2.30053 2.67197 -10.66848
C -0.95126 1.80983 -6.48085
C 1.65910 -2.72114 7.23015
H 2.46031 3.82412 3.62045
H -1.68494 -3.74737 -8.38330
F -4.36119 -2.34294 2.57199
O 2.03360 0.47514 -1.00237
H -7.07770 8.58788 0.95171
H 4.88156 -2.51600 2.93682
H 1.94942 2.14651 -6.64570
H 4.02139 0.96838 2.97332
C 1.76771 -5.90006 5.07762
N 1.30047 -3.67629 6.13225
H -5.20045 5.74980 0.63073
F -4.31461 -4.39382 2.16937
H -6.65255 10.22158 -1.07603
C -2.57351 -1.69658 -2.79357
C -0.56169 0.76884 4.45184
H 7.45996 -3.29445 4.19648
H 0.86936 0.82328 2.78251
H 4.27626 0.70961 8.05844
C 6.53165 -3.69734 3.82914
H 0.45716 -1.93700 8.68281
H 2.96656 -1.58210 -2.93451
C -5.07171 6.31153 -0.31161
C 0.93897 -2.59587 -1.78498
F 4.70275 -0.46878 1.07525
H 0.26473 -1.04021 7.10253
H -2.69127 0.98817 -9.16438
C -3.51326 -3.41220 2.59600
C -7.71083 8.40093 -1.08235
H -5.26559 7.75365 -2.34518
C -3.53895 4.80537 -1.53772
O -1.58869 0.97571 -7.30258
C 3.08036 0.97515 0.03680
H -3.63375 6.95457 -1.66096
H -2.02750 -0.94044 -12.31529
C 1.70342 2.51051 -2.42857
H 4.62021 -0.41112 6.68712
C -0.80397 -0.39986 2.54129
H 2.35622 -2.44063 -4.32031
H -7.00658 0.18597 0.41171
H -1.14453 -0.01285 4.95332
H 0.78443 -3.54343 4.03211
H 2.04341 -2.43163 4.72728
C 4.43613 -4.04307 -2.13534
C 1.11587 1.54111 -1.48859
H -0.10419 -3.56689 -6.51725
H 3.29540 0.14643 -6.30675
C 4.24854 0.55126 6.97046
C -1.61802 -1.65297 -9.76794
H -1.66916 -2.25589 -0.93505
C -3.70123 6.16433 -0.91929
C 2.82004 1.80609 5.46348
H 2.37218 0.20755 -4.86270
C -4.09680 4.64433 -2.94064
H 4.13605 -0.18991 4.45019
H -1.22649 -3.13069 8.13960
H 0.88790 3.15170 -2.79206
C -0.09002 -4.26849 6.68189
H 0.86772 -5.09716 -2.47454
C 2.34393 -4.74853 5.82138
H -3.78226 -6.99048 6.13744
C -0.27476 -2.43329 -2.66806
H 1.23516 -6.54791 5.76135
H -2.92385 6.31260 -0.18240
H -0.59426 -1.86626 -6.19942
H -0.00276 1.29225 -10.25074
N -5.53965 7.75153 -0.16281
H 0.28283 -2.24476 5.01694
H 1.86495 -0.88199 -6.16867
H 4.97349 2.64646 6.72095
O -2.09392 -4.82097 4.05239
H 2.52505 -5.18716 -3.20732
C -4.80619 8.42898 0.94126
H -6.77803 9.51808 -2.79116
C -0.44498 -2.60713 -7.02145
H -3.76539 -3.70150 4.79604
C -1.16555 1.56659 1.15256
H -3.64139 -6.31914 3.65359
H 3.83169 1.52604 -0.55155
H -0.43276 0.48036 -8.69888
C -2.29620 -1.65694 -8.42393
C 2.91810 -2.52072 -3.33643
H 0.72282 2.00937 -0.60699
H -1.98661 -6.81573 4.16243
H -0.08449 1.73824 1.30725
H 2.19203 2.05474 -3.29801
H -2.29290 2.21363 3.96222
H -2.05230 1.34188 -13.24394
C -0.22883 0.36271 -9.79445
H 2.03160 5.47541 1.53268
O 4.11656 -2.01564 5.37064
H -3.42927 -1.06836 -2.36488
C 3.06053 5.24187 1.26373
C -1.81085 2.28993 -5.39133
H 2.68393 -7.64099 3.81489
H 0.95869 -5.61149 4.32371
H -3.54737 5.32431 -3.59477
H 0.65814 -3.09738 -0.87267
H 2.13475 1.70037 4.61866
N 4.20313 1.90379 4.93728
H 6.43584 -2.29158 2.05876
C 4.47298 0.76173 4.02002
H 0.28982 -5.08110 7.28999
C 5.77215 -2.75711 7.03525
H -2.31563 -5.95272 6.32041
C 1.41234 1.18049 -6.59875
H -7.25751 6.84896 0.49949
H -0.72098 -4.59271 5.85717
H 5.13893 -3.44014 -1.57634
C -7.02073 7.87931 0.17423
H 4.05555 5.69997 3.14622
H -1.73378 2.50616 1.11413
H 5.64785 -3.91569 1.94092
H 4.29375 -3.91855 -4.31327
H -3.88451 2.23912 2.64124
C 4.48174 3.30653 4.33571
H -3.42351 -0.25358 2.96125
H -0.62804 -2.19594 -9.74672
C -3.26187 -6.12076 5.78321
C 4.99510 1.69652 6.20216
O -2.09546 -2.54634 4.23305
F -1.19251 3.00408 -4.42040
H -1.35235 -2.65257 6.37148
O 0.21786 1.32320 -5.84565
H -3.70008 8.37758 0.81493
H -2.92390 -2.71954 -3.11616
F 5.40400 -4.01461 7.46841
H -0.02690 1.30299 5.26841
C -2.74009 0.64799 -10.18023
C -6.64652 9.32637 -1.73473
C 0.28610 0.10346 3.39212
H 6.80886 -4.71214 3.55780
C -2.90140 -3.58821 4.02136
H -3.01649 -0.35131 1.23142
H 3.83045 -6.59797 4.77584
F -2.55464 -3.23445 1.69028
F 4.25168 -0.78862 -0.98929
H 2.28438 -5.44254 2.33984
F 5.15441 -1.93872 7.90391
C 3.11807 -3.89901 -1.43748
F -2.77309 3.13735 -5.80335
H -3.61815 0.00796 -10.30583
H 6.02544 1.50678 5.94738
O 5.66262 -3.76236 4.94348
H -3.83349 1.99964 0.81627
C 2.86187 -6.60268 4.18174
H -1.40001 1.07024 0.25061
C -4.04356 1.55262 1.77985
H -4.94460 7.78325 1.81496
H 4.83375 -5.02059 -2.24782
H 0.54596 -0.30303 -10.05331
H 3.17395 -3.04888 -0.75701
C 5.34874 -2.46945 5.56492
H -0.26804 -0.51934 -12.08124
H 2.77269 -5.14669 6.75649
H 5.44121 3.16827 3.84831
C 3.14825 -5.74865 2.98221
H 2.06718 -3.29322 8.08400
```

Summary:
LUMO: -3.62 eV
E_tot: -4881.633921 Eh
energy relative to the best compared isomer or geometry (same formula, charge and spin): 0.888 eV
HOMO energy: -10.527 eV
net charge: +2
frontier orbital gap: 6.9 eV

***

- E_tot of number 2 (C6H9P)?
  -575.156592 Eh